{
  "formula": "C8H8N3O",
  "method": "ωB97M-V/def2-TZVPD",
  "elements": ["N", "C", "C", "C", "C", "C", "C", "C", "C", "O", "N", "N", "H", "H", "H", "H", "H", "H", "H", "H"],
  "positions_angstrom": [[-2.82962, 1.51506, 0.66795], [-1.75089, 1.27398, 0.29283], [-0.38285, 1.07243, 0.22823], [0.28609, 2.22198, 0.71843], [1.65919, 2.11247, 0.93580], [2.18421, 0.85996, 0.95646], [1.54845, -0.25086, 0.57604], [0.27602, -0.20754, 0.03042], [-0.24847, -1.36524, -0.62057], [0.30232, -2.54150, -0.28172], [-1.19977, -1.34336, -1.51074], [-1.55088, -2.57847, -1.96254], [-3.76727, 1.47013, 0.45814], [-0.27050, 3.09125, 0.70802], [2.20742, 3.03155, 1.26824], [3.16645, 0.85621, 1.43088], [2.10196, -1.15297, 0.51805], [1.18768, -2.55224, 0.22363], [-2.10518, -2.26638, -2.85832], [-0.81435, -3.24647, -1.77924]],
  "charge": 1,
  "de_lowest_ev": 1.878,
  "total_energy_ha": -548.7948,
  "smiles": "N=C=c1cccc/c1=C(\\O)N=[NH2+]",
  "mol_weight_da": 162.17
}

---

{
  "formula": "C10H20N4O4",
  "method": "ωB97M-V/def2-TZVPD",
  "elements": ["N", "C", "C", "C", "C", "C", "N", "C", "O", "C", "N", "C", "C", "N", "O", "C", "O", "O", "H", "H", "H", "H", "H", "H", "H", "H", "H", "H", "H", "H", "H", "H", "H", "H", "H", "H", "H", "H"],
  "positions_angstrom": [[-0.88070, -1.90090, -1.35013], [-2.11122, -1.51756, -2.06622], [-2.55386, -0.08041, -1.71062], [-1.85089, 1.11277, -2.39382], [-0.35909, 1.18298, -2.11789], [0.17060, 1.56721, -0.72571], [0.00552, 0.43731, 0.21373], [0.66089, 0.28816, 1.35990], [1.48057, 1.06127, 1.83977], [0.32126, -0.94935, 2.18334], [-0.90925, -1.56979, 1.68791], [1.51893, -1.91653, 2.26736], [2.09891, -2.26217, 0.86901], [3.00604, -1.36138, 0.42967], [1.82433, -3.27692, 0.26262], [-0.48576, 2.83369, -0.17229], [-1.38989, 2.85374, 0.65361], [0.12282, 3.94471, -0.65916], [-0.43851, -2.71443, -1.76815], [-1.00386, -2.12185, -0.37560], [-1.98498, -1.65628, -3.12351], [-2.99287, -2.12468, -1.80541], [-2.45785, 0.03942, -0.59791], [-3.64540, -0.02425, -1.95547], [-2.36644, 2.02554, -2.09388], [-2.02941, 1.05922, -3.46277], [0.06535, 0.18428, -2.36265], [0.13628, 1.86684, -2.86126], [1.22485, 1.78044, -0.81087], [-0.63147, -0.26597, -0.08886], [0.19689, -0.55841, 3.23727], [-1.14931, -2.41946, 2.13781], [-1.74398, -0.95971, 1.82121], [2.24323, -1.40441, 2.88795], [1.15556, -2.85335, 2.67875], [3.05896, -0.36885, 0.72412], [3.48180, -1.66015, -0.40884], [-0.43121, 4.72438, -0.37327]],
  "charge": 0,
  "de_lowest_ev": 0.000,
  "total_energy_ha": -913.0914,
  "smiles": "NCCCC[C@H](NC(=O)[C@@H](N)CC(N)=O)C(=O)O",
  "mol_weight_da": 260.29
}

---

{
  "formula": "C33H41As2DyN5OS",
  "method": "ωB97M-V/def2-TZVPD",
  "elements": ["Dy", "C", "C", "As", "C", "C", "C", "C", "C", "C", "C", "C", "C", "C", "C", "C", "As", "C", "C", "C", "C", "C", "C", "C", "C", "C", "C", "C", "C", "H", "H", "H", "H", "H", "H", "H", "H", "H", "H", "H", "H", "H", "H", "H", "H", "H", "H", "H", "H", "H", "H", "H", "H", "N", "N", "C", "N", "S", "H", "H", "H", "H", "H", "C", "N", "C", "C", "C", "N", "C", "C", "O", "H", "H", "H", "H", "H", "H", "H", "H", "H", "H", "H", "H"],
  "positions_angstrom": [[-1.13879, 0.27138, -0.83884], [-0.38882, 2.09622, 2.53283], [0.41300, 0.86599, 2.89849], [0.42585, -0.68652, 1.53608], [2.25920, -1.31866, 1.61355], [2.74404, -1.74657, 2.84035], [4.11941, -1.88911, 3.04807], [4.99056, -1.78193, 1.98230], [4.49682, -1.44773, 0.72259], [3.13908, -1.19412, 0.53916], [-0.42735, -2.21013, 2.41461], [-1.29332, -2.05867, 3.47955], [-1.81516, -3.15089, 4.11542], [-1.53407, -4.45191, 3.70741], [-0.66008, -4.63765, 2.65372], [-0.06934, -3.53249, 2.00535], [-0.15765, 2.78679, 0.61613], [1.61596, 3.74551, 0.90907], [2.72387, 2.92836, 1.15002], [3.93193, 3.52173, 1.58546], [4.09037, 4.88233, 1.58788], [2.95515, 5.68891, 1.39151], [1.73482, 5.13665, 1.03085], [-1.41252, 4.26091, 0.46697], [-1.54280, 4.87933, -0.75089], [-2.39488, 5.99025, -0.91277], [-3.33982, 6.26437, 0.08111], [-3.42235, 5.45336, 1.21096], [-2.49066, 4.42375, 1.38733], [-0.00042, 2.89532, 3.15797], [-1.49343, 1.95046, 2.72597], [0.07705, 0.42616, 3.82781], [1.46800, 1.11884, 3.05357], [2.07172, -2.00314, 3.63825], [4.52417, -2.05618, 4.03436], [6.04018, -2.02118, 2.03633], [5.14008, -1.46215, -0.13467], [2.69777, -1.02063, -0.47760], [-1.67623, -1.05831, 3.81972], [-2.64206, -2.97409, 4.81527], [-2.02722, -5.28670, 4.19604], [-0.32514, -5.63097, 2.38030], [0.56540, -3.69051, 1.14670], [2.70826, 1.81869, 1.08934], [4.73526, 2.88350, 1.74143], [5.05515, 5.25945, 1.80616], [3.00195, 6.80248, 1.52768], [0.82232, 5.73179, 0.99579], [-0.90416, 4.62773, -1.60747], [-2.31231, 6.54591, -1.86903], [-4.06332, 7.12214, -0.04456], [-4.18067, 5.64560, 1.99620], [-2.48782, 3.82960, 2.31561], [-3.04875, 1.42262, -1.79912], [-3.33947, 0.05708, -2.24867], [-3.77591, -0.80905, -1.28966], [-4.81718, -1.60159, -1.60709], [-3.16728, -0.82159, 0.31497], [-3.70766, 1.83362, -1.06754], [-3.09698, 2.11709, -2.53074], [-3.71024, 0.02875, -3.22925], [-5.32084, -1.45026, -2.47416], [-5.11465, -2.19261, -0.80543], [0.95373, -0.38650, -4.00174], [0.76625, -1.81886, -3.78606], [1.52422, -2.76103, -4.62819], [1.38642, -4.22604, -4.10724], [-0.11563, -4.49867, -3.91182], [-0.61315, -3.51679, -2.92003], [-1.70053, -3.89355, -2.00152], [-0.15334, -2.24372, -2.86817], [-0.58196, -1.43818, -1.97652], [0.53932, -0.11897, -4.98627], [2.00162, -0.04501, -3.90611], [0.26632, 0.12905, -3.29202], [2.62146, -2.45208, -4.59750], [1.14797, -2.61337, -5.62579], [2.02653, -4.55367, -3.26592], [1.68479, -4.87123, -4.96395], [-0.37596, -5.46505, -3.45858], [-0.66899, -4.33902, -4.87848], [-1.35399, -3.97275, -0.93811], [-2.10653, -4.86643, -2.33458], [-2.49652, -3.17540, -1.99013]],
  "charge": 3,
  "total_energy_ha": -7385.0009,
  "mol_weight_da": 868.14,
  "spin_multiplicity": 6
}